## P
C2H11NO2 | wB97M-V/def2-TZVPD

## Properties
**Total charge**: 0
**Spin multiplicity**: 1
**Kohn-Sham gap**: 5.095 eV
**HOMO level**: -8.690 eV
**E_LUMO**: -3.59 eV

XYZ file:
```
16
Properties=species:S:1:pos:R:3:lowdin_charge:R:1
C 1.06979 1.55860 -0.30512 -0.135
C 0.93047 0.12753 -0.86372 -0.385
N -0.41556 0.01165 -1.27096 0.108
H 0.17003 1.71478 0.46416 0.107
H 2.29261 1.60204 -0.00206 0.152
H 0.92292 2.27724 -1.08054 0.060
H 1.62898 -0.09233 -1.64562 0.128
H 0.99474 -0.54291 -0.05051 0.047
H -1.05854 0.20315 -0.51740 0.041
H -0.56867 -0.93082 -1.57321 0.098
H -0.69358 -0.94170 0.93917 -0.004
H -2.13826 0.64587 1.44689 -0.027
O -1.21089 0.40176 1.27085 -0.420
H 0.00812 -2.29490 1.46142 0.006
H 1.53290 0.36606 1.16040 0.432
O -0.31210 -1.92737 0.64253 -0.208
```


## Q
C2H11NO2 | wB97M-V/def2-TZVPD

## Properties
**Total charge**: 0
**Spin multiplicity**: 1
**Kohn-Sham gap**: 10.959 eV
**HOMO level**: -10.027 eV
**E_LUMO**: 0.93 eV

XYZ file:
```
16
Properties=species:S:1:pos:R:3:lowdin_charge:R:1
C -0.87168 -0.58209 1.32001 -0.105
C -1.63647 -0.20110 0.05867 -0.326
N -0.81849 0.70802 -0.75086 -0.020
H 0.13408 -0.93672 1.05981 0.065
H -1.35298 -1.38236 1.87503 0.070
H -0.65137 0.28682 1.94255 0.075
H -2.60218 0.21899 0.36079 0.099
H -1.86885 -1.08724 -0.53359 0.103
H -0.44267 1.43369 -0.16012 0.075
H -1.37879 1.18166 -1.44474 0.080
H 1.38183 -1.21723 -2.32028 0.007
H 0.72470 -0.31749 -1.25481 0.000
O 1.57477 -0.74471 -1.54190 -0.078
H 3.29862 1.04703 0.74901 0.030
H 2.16611 0.58749 -0.10851 -0.008
O 2.34336 1.00522 0.74894 -0.068
```


Result of the stability comparison: Q is the most stable of them.


## P
C3H6N4 | wB97M-V/def2-TZVPD

## Properties
**Total charge**: 0
**Spin multiplicity**: 1
**Kohn-Sham gap (alpha / beta)**: 7.845 / 7.836 eV
**HOMO level (alpha / beta)**: -7.351 / -7.345 eV
**E_LUMO (alpha / beta)**: 0.49 / 0.49 eV

XYZ file:
```
13
Properties=species:S:1:pos:R:3:lowdin_charge:R:1
C -0.93024 -0.00017 0.02736 -0.434
C 1.50350 0.36830 0.05357 -0.183
C 0.30001 0.96832 0.07903 -0.121
N -0.75911 -1.25138 -0.13298 -0.073
N 2.71116 0.32840 0.09210 0.166
N 0.48630 -1.74109 0.01081 -0.045
N -2.18974 0.51194 0.31264 0.062
H 0.30480 1.62466 -0.82130 0.149
H 0.25127 1.63605 0.99075 0.166
H 3.03022 -0.57481 -0.20668 0.077
H 0.73338 -2.44959 -0.77614 0.064
H -2.72748 0.77281 -0.49259 0.073
H -2.71408 -0.19345 0.86344 0.099
```


## Q
C3H6N4 | wB97M-V/def2-TZVPD

## Properties
**Total charge**: 0
**Spin multiplicity**: 1
**Kohn-Sham gap (alpha / beta)**: 8.693 / 8.693 eV
**HOMO level (alpha / beta)**: -8.172 / -8.173 eV
**E_LUMO (alpha / beta)**: 0.52 / 0.52 eV

XYZ file:
```
13
Properties=species:S:1:pos:R:3:lowdin_charge:R:1
C -0.47256 0.89544 1.04652 0.096
C -0.21652 -0.23782 0.16130 -0.681
C -1.31783 -0.92943 -0.64601 -0.017
N 0.85140 -1.01893 0.52995 0.028
N 1.95602 -0.53741 0.34736 0.063
N 1.75232 0.67238 -0.36000 -0.076
N 0.45632 0.81992 -0.65346 0.080
H -1.00622 1.82770 1.04587 0.073
H 0.31788 0.89097 1.76218 0.068
H -2.06245 -0.20070 -0.96968 0.080
H -1.87271 -1.59334 0.11580 0.105
H -0.74534 -1.56446 -1.31098 0.072
H 2.35970 0.97569 -1.06885 0.110
```


## R
C3H6N4 | wB97M-V/def2-TZVPD

## Properties
**Total charge**: 0
**Spin multiplicity**: 1
**Kohn-Sham gap**: 7.415 eV
**HOMO level**: -6.671 eV
**E_LUMO**: 0.74 eV

XYZ file:
```
13
Properties=species:S:1:pos:R:3:lowdin_charge:R:1
N -0.41779 -0.67436 -0.20690 -0.069
C 0.66725 -0.03938 0.36024 -0.472
N -1.61665 -0.62058 0.58727 0.046
N 0.77917 0.26389 1.67405 0.224
C -0.23543 0.43788 -1.21207 -0.139
C 1.12125 0.38700 -1.55934 -0.192
N 1.78396 -0.06109 -0.49315 0.043
H -2.40758 -0.39283 -0.01227 0.079
H -1.78482 -1.58331 0.88488 0.090
H -0.06041 0.20160 2.23276 0.100
H 1.67366 0.63562 1.95668 0.119
H -1.11758 0.76840 -1.73637 0.069
H 1.61497 0.67717 -2.47577 0.103
```


## S
C3H6N4 | wB97M-V/def2-TZVPD

## Properties
**Total charge**: 0
**Spin multiplicity**: 1
**Kohn-Sham gap**: 8.025 eV
**HOMO level**: -7.220 eV
**E_LUMO**: 0.80 eV

XYZ file:
```
13
Properties=species:S:1:pos:R:3:lowdin_charge:R:1
C -1.92008 0.87993 0.17299 -0.198
C 0.03890 -1.91045 0.33000 -0.055
C 0.55512 0.82010 0.17760 -0.056
N -3.88684 -0.51038 0.04702 0.179
N -3.04359 0.28830 0.10395 -0.133
N -0.74354 0.18741 -0.07080 -0.239
N -0.90539 -1.10540 0.19227 -0.035
H -1.81655 1.95102 0.57538 0.142
H 1.07290 -1.56633 0.42531 0.055
H -0.30770 -2.86325 0.63129 0.052
H 0.39920 1.86362 0.28064 0.047
H 0.99631 0.34229 1.11114 0.100
H 1.10993 0.70716 -0.89168 0.143
```


Result of the stability comparison: R is the most stable of them.


## P
C3H6N4 | wB97M-V/def2-TZVPD

## Properties
**Total charge**: 0
**Spin multiplicity**: 1
**Kohn-Sham gap**: 8.575 eV
**HOMO level**: -7.650 eV
**E_LUMO**: 0.92 eV

XYZ file:
```
13
Properties=species:S:1:pos:R:3:lowdin_charge:R:1
C -0.36741 0.25679 -0.19835 -0.621
C 1.70614 -0.65557 -0.19755 -0.085
C 2.00657 0.61225 -0.11292 -0.074
H -2.42440 -0.52680 1.60005 0.030
H -3.07358 -1.36310 0.09136 0.159
H -0.33266 -1.79802 -0.03596 0.222
H 2.41662 -1.47190 -0.02287 0.106
H 2.82496 1.42186 -0.28322 0.154
H 0.43380 2.01012 -0.51871 0.116
N -2.10775 -0.78935 0.65884 -0.124
N -1.64048 0.50607 -0.07350 -0.026
N 0.23373 -0.81348 -0.19074 0.074
N 0.66928 1.16062 -0.07713 0.070
```


## Q
C3H6N4 | wB97M-V/def2-TZVPD

## Properties
**Total charge**: 0
**Spin multiplicity**: 1
**Kohn-Sham gap**: 9.641 eV
**HOMO level**: -8.626 eV
**E_LUMO**: 1.02 eV

XYZ file:
```
13
Properties=species:S:1:pos:R:3:lowdin_charge:R:1
C 1.66115 0.53492 -1.48855 0.007
C -0.85545 -1.25531 0.05364 -0.088
C -0.81000 -0.12614 0.95276 -0.420
H 2.46357 0.51854 -0.81428 0.046
H 2.00591 -0.12585 -2.24357 0.051
H 1.39075 1.53797 -1.98139 0.101
H -1.36398 -2.13584 0.14329 0.069
H -1.10116 1.03509 2.32417 0.132
H -2.33329 0.01793 2.23076 0.079
N 0.28164 0.23836 -0.79546 -0.254
N -0.05286 -1.03668 -0.95302 0.063
N -1.34548 0.00439 2.15796 0.093
N 0.05920 0.79261 0.41369 0.122
```


## R
C3H6N4 | wB97M-V/def2-TZVPD

## Properties
**Total charge**: 0
**Spin multiplicity**: 1
**Kohn-Sham gap**: 8.968 eV
**HOMO level**: -8.311 eV
**E_LUMO**: 0.66 eV

XYZ file:
```
13
Properties=species:S:1:pos:R:3:lowdin_charge:R:1
C 0.17664 0.47241 -0.13011 -0.343
C -0.51067 -0.81861 0.02378 -0.274
C -1.06143 1.37242 -0.08432 -0.098
H 3.16867 0.38282 -0.46064 0.043
H 2.32823 -0.90559 -0.65269 0.149
H -0.41349 -1.04932 1.17113 0.155
H 0.00938 -1.88514 -0.21481 0.160
H -2.60462 -1.01811 0.37460 0.203
H -0.90105 2.55450 0.46286 0.182
N 2.42142 0.00100 0.03770 0.005
N 1.35678 0.78996 -0.11065 -0.054
N -1.78088 -0.59911 -0.29239 -0.142
N -2.18896 0.70277 -0.12447 0.015
```


Result of the stability comparison: Q is the most stable of them.


## P
C3H6N4 | wB97M-V/def2-TZVPD

## Properties
**Total charge**: 0
**Spin multiplicity**: 1
**Kohn-Sham gap**: 10.389 eV
**HOMO level**: -9.218 eV
**E_LUMO**: 1.17 eV

XYZ file:
```
13
Properties=species:S:1:pos:R:3:lowdin_charge:R:1
C -0.38146 -0.73694 1.14340 -0.110
C -0.27818 0.32675 0.16182 -0.553
C 0.94640 0.94630 -0.38843 -0.024
N -1.39177 1.25205 0.09112 0.066
N -2.41188 0.63374 -0.20763 -0.042
N -2.26384 -0.64708 -0.32642 -0.005
N -0.79958 -0.95886 -0.19385 0.009
H 0.62914 -1.37468 1.24018 0.156
H -1.09680 -0.79744 1.98481 0.123
H 1.56370 0.36716 -0.98657 0.049
H 1.67735 1.45985 0.29379 0.097
H 0.55468 1.81537 -0.98508 0.091
H -2.74699 -1.18156 -1.06369 0.144
```


## Q
C3H6N4 | wB97M-V/def2-TZVPD

## Properties
**Total charge**: 0
**Spin multiplicity**: 1
**Kohn-Sham gap**: 9.616 eV
**HOMO level**: -8.990 eV
**E_LUMO**: 0.63 eV

XYZ file:
```
13
Properties=species:S:1:pos:R:3:lowdin_charge:R:1
C 1.78584 0.46888 0.00139 -0.093
C 0.57984 -0.21960 -0.23801 -0.484
C -0.70212 0.06069 -0.24035 -0.296
H 1.39252 1.59447 0.11607 0.093
H 2.30890 0.29655 1.15047 0.158
H 2.35887 0.30794 -1.01914 0.120
H -2.34018 -1.70114 -0.12440 0.237
H -1.90796 1.05159 0.86301 0.069
H -0.98736 1.98192 -0.24709 0.138
N 0.81781 -1.54316 -0.12104 0.050
N -0.36879 -2.13710 0.02057 -0.052
N -1.27231 -1.26583 -0.04898 -0.010
N -1.66507 1.10476 -0.11249 0.070
```


Result of the stability comparison: Q is the most stable of them.